# 1
{"formula": "C3H5N4O2", "method": "the ωB97M-V functional and the def2-TZVPD basis", "charge": 1, "largest_force_ha_per_bohr": 0.093, "e_homo_ev": -12.927, "e_above_lowest_kcal_mol": 54.60, "lumo_ev": -4.2, "species": ["C", "C", "C", "N", "N", "N", "N", "O", "O", "H", "H", "H", "H", "H"], "coordinates": [[0.20505, 1.10116, 0.11105], [-1.19842, 1.16440, 0.53620], [1.91379, -1.42019, -1.16745], [-0.60655, -0.85025, 0.17457], [0.48456, -0.15511, -0.08149], [-1.90173, 2.18319, 1.00281], [1.41979, -2.53495, -0.66664], [2.52702, -0.83246, -1.92084], [-1.63302, -0.05087, 0.48881], [0.78175, 2.05897, 0.13989], [-1.53831, 3.08534, 0.83004], [-2.86056, 2.09698, 1.57639], [0.50899, -2.44050, -0.20722], [1.89764, -3.40571, -0.81611]], "forces_ev_per_a": [[-2.14, 4.10, 1.23], [3.10, 0.79, -0.47], [-1.10, -2.10, -0.01], [2.07, -2.43, -1.33], [-2.05, -1.10, 0.33], [-3.51, -0.74, 1.71], [0.19, 2.28, -0.16], [0.22, 0.55, 0.52], [-0.42, -0.15, 0.60], [0.10, -1.64, -0.44], [0.12, 0.91, 0.05], [3.17, 0.08, -2.06], [0.10, -0.29, 0.17], [0.15, -0.26, -0.14]], "mulliken_charge": [-0.38, 0.66, 0.76, -0.46, -0.11, -0.44, -0.23, -0.16, -0.12, 0.32, 0.22, 0.30, 0.38, 0.25]}

# 2
{"formula": "C3H5N4O6", "method": "the ωB97M-V functional and the def2-TZVPD basis", "charge": -1, "largest_force_ha_per_bohr": 0.084, "e_homo_ev": -4.958, "e_above_lowest_kcal_mol": 14.34, "lumo_ev": 3.0, "species": ["C", "C", "C", "N", "N", "N", "N", "O", "O", "O", "O", "O", "O", "H", "H", "H", "H", "H"], "coordinates": [[-2.53379, 0.82412, 0.90336], [2.45178, -1.11910, -0.02014], [-1.79798, -0.08099, -0.00332], [2.98044, 0.00870, 0.28674], [-0.47887, -0.28652, 0.31020], [-2.36661, -0.71109, -1.07689], [3.38168, 1.03089, -0.39006], [-0.01421, 0.35693, 1.25763], [-3.60922, -0.47753, -1.28723], [4.31033, 1.62692, 0.15109], [0.20678, -1.08711, -0.32701], [-1.76106, -1.46897, -1.80787], [2.75014, 1.44863, -1.34100], [-3.19321, 0.42409, 1.64242], [-1.88244, 1.50911, 1.30262], [-3.19758, 1.45662, 0.24915], [2.54102, -1.78259, -0.82278], [2.21282, -1.67210, 0.97309]], "forces_ev_per_a": [[-2.38, 0.70, -2.97], [0.52, 0.14, 4.31], [0.29, 0.01, 0.92], [-1.52, -3.02, 1.97], [-0.70, 0.25, -0.05], [-2.23, 0.14, -0.42], [0.68, 2.13, -0.78], [0.61, 0.04, 0.54], [1.22, 0.05, 0.57], [0.52, 0.21, -0.68], [1.01, -0.78, -0.60], [0.47, -0.47, -0.56], [-0.13, -0.02, -0.68], [-0.19, -0.77, 0.58], [1.58, 1.29, 1.28], [0.30, -0.65, 0.51], [-0.04, -0.15, -1.96], [0.00, 0.89, -2.00]], "mulliken_charge": [-1.08, -0.08, 0.16, -0.32, 0.95, 0.87, 0.98, -0.73, -0.72, -0.62, -0.66, -0.64, -0.58, 0.22, 0.42, 0.29, 0.34, 0.19]}

# 3
{"formula": "C3H5N4S", "method": "the ωB97M-V functional and the def2-TZVPD basis", "charge": -1, "largest_force_ha_per_bohr": 0.101, "e_homo_ev": -3.336, "smiles": "CCn1nnnc1[S-]", "e_above_lowest_kcal_mol": 39.97, "lumo_ev": 3.7, "species": ["C", "C", "N", "N", "N", "N", "C", "S", "H", "H", "H", "H", "H"], "coordinates": [[-0.38046, -0.17754, 0.58359], [0.41085, 0.38815, -0.65596], [1.73793, 0.68660, -0.28381], [2.25329, 1.88241, -0.14675], [3.45677, 1.77757, 0.25073], [3.97842, 0.48004, 0.31760], [3.03021, -0.36826, 0.07051], [2.88849, -1.92965, -0.22741], [-1.13425, -0.75828, 0.15577], [0.31178, -0.78336, 1.06390], [-0.93859, 0.62806, 1.12007], [0.46736, -0.38441, -1.34574], [-0.16867, 1.24002, -0.94625]], "forces_ev_per_a": [[-0.37, 2.46, -1.69], [-0.82, 0.29, 2.98], [3.42, -1.63, 0.65], [0.15, -0.85, 0.75], [1.37, 1.19, -0.25], [-1.77, 0.63, 0.30], [-2.17, 4.55, -1.20], [-0.43, -3.08, -0.23], [-1.41, -1.38, -0.50], [0.87, -0.96, 1.67], [1.09, -0.59, 0.16], [-0.18, -1.31, -1.73], [0.25, 0.68, -0.91]], "mulliken_charge": [-0.96, -0.57, 0.48, -0.45, -0.46, -0.33, 0.24, -0.53, 0.31, 0.33, 0.25, 0.34, 0.36]}

# 4
{"formula": "C3H5N5", "method": "the ωB97M-V functional and the def2-TZVPD basis", "largest_force_ha_per_bohr": 0.067, "e_homo_ev": [-8.068, -8.103], "e_above_lowest_kcal_mol": 161.69, "lumo_ev": [-0.5, -0.5], "species": ["C", "C", "C", "N", "N", "N", "N", "N", "H", "H", "H", "H", "H"], "coordinates": [[2.17727, -0.93869, 0.18958], [0.95702, -0.93835, -0.37791], [1.48862, 1.14490, 0.04457], [2.49210, 0.40153, 0.46137], [-0.69108, 0.65233, -0.83864], [-1.93401, -0.57736, 0.41581], [0.47509, 0.33203, -0.45552], [-2.90429, 0.14769, 0.16507], [2.81220, -1.67132, 0.59571], [0.28261, -1.75250, -0.66072], [1.35782, 2.26660, 0.12358], [-2.64971, 1.18547, 0.05553], [-3.86365, -0.25235, 0.28159]], "forces_ev_per_a": [[-1.36, 2.11, 0.07], [-0.09, -3.41, -0.48], [1.29, 0.46, 1.65], [-0.39, 1.83, -0.61], [-0.50, -0.48, 0.33], [-0.57, 1.09, -0.91], [0.18, 1.04, -0.53], [1.06, 0.08, 1.43], [0.46, -0.99, -0.05], [0.47, 0.43, 0.07], [0.28, -1.70, -0.18], [-1.34, -1.35, -0.35], [0.51, 0.89, -0.44]], "mulliken_charge": [-0.40, -0.11, 0.11, -0.58, -1.18, -0.33, 0.85, -0.04, 0.43, 0.39, 0.32, 0.31, 0.25]}